18
Properties=species:S:1:pos:R:3:forces:R:3:lowdin_charge:R:1 method="wB97M-V/def2-TZVPD" homo_lumo_gap_ev=6.37 e_lumo_ev=3.82 energy_ev=-18141.7116 total_charge=-1 relative_energy_kcal_mol=32.0
S 1.10645 1.48781 -2.00280 0.030 0.290 0.103 0.09
H -2.84712 -0.66636 2.70837 0.096 0.357 0.463 0.05
H 1.04848 -1.48476 -0.07855 -0.426 0.195 0.090 0.12
N -1.08410 -1.27461 1.79777 -0.659 1.291 1.332 -0.14
H -1.12184 -2.04080 -0.10976 0.148 0.193 -0.022 0.10
H 1.88858 0.61558 0.46715 0.003 0.032 0.066 0.01
H -0.19819 -1.19786 2.27723 0.493 -0.224 -0.808 0.06
C 0.44582 -0.16031 -1.64408 -0.725 0.794 1.576 -0.74
C -0.96705 -1.05380 0.37068 -0.554 -1.495 -0.718 -0.27
C 0.39450 -0.58430 -0.12177 1.935 -0.587 0.676 -0.46
H -0.62013 -0.20007 -1.87881 0.101 -0.209 -0.921 0.02
H 1.06499 -0.86462 -2.16963 -0.228 -0.593 -0.339 0.01
H 0.44776 1.15552 0.81718 0.700 -0.388 0.398 0.05
N 1.03163 0.29652 0.92318 -1.342 0.841 -1.391 -0.02
C -1.87083 -0.19786 2.50423 -0.622 -1.755 -0.923 -0.14
H -2.13185 0.65772 1.85740 0.732 0.056 0.421 0.07
H -1.33962 0.01186 3.43320 -0.351 0.543 -0.087 0.06
H -1.88649 -0.54782 0.02075 0.669 0.658 0.084 0.11

***

59
Properties=species:S:1:pos:R:3:forces:R:3:lowdin_charge:R:1 method="wB97M-V/def2-TZVPD" homo_lumo_gap_ev=4.94 e_lumo_ev=0.82 energy_ev=-47260.5379 total_charge=-1
C -0.01742 -0.67189 -1.00932 0.324 -1.664 -0.505 -0.16
C -3.20312 -0.67066 -3.06541 -1.107 0.121 0.875 -0.02
C 1.69856 -3.89501 0.29868 -0.276 -1.143 0.540 -0.10
H 0.26292 1.26723 -1.66328 0.270 0.264 -0.031 0.16
C -4.16460 -0.43896 -2.04098 1.248 -0.324 0.385 -0.27
C -0.56145 1.79508 0.22294 -1.404 -1.464 0.360 -0.19
C -3.75359 -0.49806 -0.69164 -0.362 -0.016 -0.907 -0.01
C 1.09792 -6.13220 1.85521 0.508 0.189 -0.156 -0.10
O 2.05385 1.44979 0.92029 -0.698 -0.582 -1.005 0.09
H 1.76390 5.94995 0.33449 -0.308 -0.221 0.190 0.12
H 5.03615 0.05695 -2.24516 -0.099 -0.028 -0.088 0.08
C 1.02392 5.27794 0.77460 -0.031 -0.071 0.290 0.02
C -1.45785 -0.74272 -1.39932 -0.133 -0.223 -0.433 -0.21
C -2.41337 -0.67898 -0.40263 -0.507 0.026 -0.058 -0.07
O 2.69966 -2.21501 -1.07741 0.327 -0.372 -0.292 0.02
O -1.68422 -3.01774 0.61884 0.265 -0.100 -0.318 0.02
H 0.87280 -7.00179 2.47824 0.095 0.254 -0.199 0.09
C 1.71203 -2.61728 -0.47158 -1.341 1.117 0.176 -0.34
C 0.38784 -1.99635 -0.32619 0.072 -0.652 1.028 -0.01
C -0.11316 3.12141 0.83061 0.060 0.673 -0.123 -0.11
H 5.90673 -0.19685 -0.74048 0.202 -0.039 -0.049 0.07
O 2.64678 0.32647 -0.93439 -1.043 0.970 0.453 0.00
H -3.54115 -0.69085 -4.08968 -0.014 0.006 -0.143 0.10
H 1.34106 3.69985 -0.66228 -0.062 0.108 0.172 0.12
H -1.05409 5.10645 3.46012 -0.055 -0.111 -0.075 0.12
H -6.38612 -0.74802 -0.58887 -0.013 0.251 -0.314 0.09
C -0.49059 -3.01481 0.29859 0.272 1.780 0.248 -0.33
C 1.73645 0.91341 -0.13836 1.334 0.167 0.556 -0.44
C 3.96894 0.48592 -0.41973 0.071 -0.005 -0.405 -0.23
C 0.80070 4.00637 0.23014 -0.419 0.205 0.405 0.00
O 1.66768 7.55542 2.24482 -1.780 -1.577 0.476 0.04
H -0.95888 -5.38472 1.81319 0.180 -0.055 -0.032 0.11
C 4.93853 -0.31654 -1.22666 0.454 -0.137 -0.098 -0.07
O -5.45345 -0.17016 -2.40580 -0.782 0.127 0.844 -0.10
C 0.07202 -5.24799 1.49321 0.106 0.358 -0.345 -0.02
O 0.15516 7.05900 3.75437 1.005 -0.325 -1.922 0.04
C -6.36481 0.09392 -1.30045 0.916 -0.246 -0.591 -0.08
H -4.45004 -0.35445 0.13270 0.199 -0.099 -0.284 0.10
C -0.57916 4.79479 2.54052 0.391 0.162 -0.165 0.01
C 2.42363 -5.89052 1.44320 -0.623 0.222 -0.010 -0.10
H -7.33189 0.21257 -1.76338 -0.257 0.064 -0.075 0.08
H 0.64213 -0.73555 -1.87122 -0.251 -0.115 -0.675 0.13
O -1.73224 1.51636 0.45328 1.673 0.977 -0.198 0.09
H -1.11223 -0.95141 -3.51572 -0.358 -0.022 0.317 0.12
C 0.34105 5.66303 1.94681 0.363 -1.742 -0.996 -0.16
H -2.13133 -0.69022 0.63608 0.108 -0.145 -0.145 0.12
C 0.33873 0.82303 -0.66857 -0.299 1.142 1.556 -0.04
N 0.74171 6.82534 2.67168 0.697 2.648 1.681 -0.32
C -1.86965 -0.84326 -2.72672 0.191 0.602 -0.008 -0.03
H 3.97964 0.18293 0.61918 0.030 0.043 0.201 0.13
H 3.21824 -6.56820 1.75310 -0.165 0.116 -0.092 0.09
H -6.07944 1.01448 -0.76372 -0.047 -0.303 -0.213 0.10
C 2.72564 -4.76497 0.65350 -0.064 0.200 -0.129 -0.02
H 4.67986 -1.37345 -1.23991 -0.071 0.134 -0.021 0.06
C 0.38869 -4.14013 0.71056 0.883 -1.037 0.390 -0.11
C -0.80853 3.54880 1.98156 0.401 0.214 -0.437 0.01
H 4.16724 1.55345 -0.50828 0.351 0.096 0.359 0.12
H 3.74807 -4.54876 0.32566 -0.343 -0.136 0.140 0.11
H -1.52588 2.90758 2.46097 -0.085 -0.282 -0.107 0.12

***

13
Properties=species:S:1:pos:R:3:forces:R:3:lowdin_charge:R:1 method="wB97M-V/def2-TZVPD" homo_lumo_gap_ev=8.01 e_lumo_ev=-0.13 energy_ev=-46907.7816 relative_energy_kcal_mol=41.2
H -0.98817 3.13883 -1.49273 1.363 -0.193 0.038 -0.07
H -0.03969 -1.74154 1.74535 1.141 0.810 -2.066 0.09
S 0.69602 2.35377 1.06453 -0.453 1.207 -1.810 -0.05
H 2.39731 -1.66375 -0.82223 0.612 -0.878 -0.633 -0.08
S 0.23979 0.22549 -1.53736 -0.663 -0.201 -0.428 0.27
H 1.55316 2.66133 -1.79555 0.821 0.570 -1.167 -0.13
Si -1.13539 -0.78476 -0.12173 -0.927 -2.363 -1.485 0.22
Si 0.41449 2.72078 -0.96466 -1.690 -1.512 3.526 0.05
H -2.38363 -0.47401 0.54664 -0.066 1.341 0.403 -0.06
H 2.23350 0.07566 0.85364 0.888 0.361 -0.107 -0.09
Si 1.57214 -0.77060 -0.10108 -1.708 0.754 1.688 0.28
H -1.73695 -2.06782 -0.77514 0.504 1.099 -0.314 -0.05
N 0.16908 -1.33123 0.77866 0.179 -0.994 2.356 -0.37